Computed, not measured: a structure of composition C27H34BrMgN3O3S2Si, with ωB97M-V/def2-TZVPD.

Structure (XYZ):
```
72
Properties=species:S:1:pos:R:3:lowdin_charge:R:1
Mg 0.490 0.298 0.645 0.34
C -3.033 4.025 1.572 -0.04
C -2.338 3.739 0.264 -0.36
C -2.092 4.767 -0.641 -0.09
C -1.407 4.443 -1.808 -0.11
C -0.980 3.151 -2.012 -0.06
C -1.235 2.155 -1.035 -0.50
N -1.972 2.484 0.058 0.13
N -0.760 0.892 -1.110 -0.11
Si -0.812 -0.040 -2.533 0.39
C 0.713 0.016 -3.669 -0.18
C -2.261 0.501 -3.652 -0.19
C -1.244 -1.858 -2.156 -0.17
H -4.049 4.405 1.424 0.06
H -2.468 4.775 2.132 0.07
H -3.068 3.114 2.168 0.07
H -2.395 5.784 -0.420 0.08
H -1.177 5.210 -2.542 0.09
H -0.380 2.896 -2.878 0.09
H 0.738 0.952 -4.236 0.01
H 0.712 -0.808 -4.395 0.01
H 1.617 -0.053 -3.064 0.01
H -2.085 1.456 -4.151 0.01
H -3.173 0.599 -3.055 0.02
H -2.438 -0.259 -4.422 0.01
H -0.546 -2.316 -1.453 -0.01
H -1.263 -2.457 -3.077 0.02
H -2.249 -1.896 -1.723 0.02
C 0.967 4.482 3.023 -0.18
C 0.730 3.040 2.619 -0.81
S 1.189 2.648 0.976 0.54
C 0.173 2.191 3.506 -0.83
C -0.201 2.700 4.887 -0.19
S -0.210 0.506 3.218 0.49
H 1.443 5.025 2.209 0.03
H 1.606 4.563 3.913 0.06
H 0.023 4.992 3.267 0.05
H -0.919 3.532 4.838 0.05
H 0.676 3.073 5.438 0.06
H -0.651 1.900 5.472 0.02
C 2.004 -4.639 -3.965 -0.10
O 2.951 -4.870 -2.943 -0.10
C 2.961 -3.974 -1.900 -0.29
C 3.882 -4.258 -0.876 -0.05
C 3.948 -3.403 0.195 -0.06
C 3.137 -2.261 0.316 -0.15
C 3.233 -1.375 1.461 -0.40
C 4.223 -1.700 2.573 -0.02
O 2.560 -0.364 1.591 -0.01
C 2.179 -1.977 -0.716 -0.39
O 1.371 -0.999 -0.688 -0.15
C 2.147 -2.877 -1.835 0.04
H 2.117 -5.452 -4.680 0.08
H 2.182 -3.686 -4.471 0.09
H 0.982 -4.639 -3.575 0.09
H 4.512 -5.135 -0.955 0.10
H 4.659 -3.624 0.982 0.10
H 5.243 -1.788 2.193 0.07
H 3.959 -2.646 3.053 0.08
H 4.168 -0.896 3.302 0.08
H 1.428 -2.641 -2.604 0.08
Br 0.194 -3.454 1.522 0.85
C -1.425 -2.478 1.434 -0.73
C -2.588 -3.135 1.808 -0.13
C -3.773 -2.423 1.741 -0.09
C -3.733 -1.103 1.326 -0.06
C -2.515 -0.540 0.986 -0.14
N -1.368 -1.231 1.021 -0.02
H -2.550 -4.163 2.138 0.08
H -4.709 -2.894 2.018 0.09
H -4.630 -0.501 1.278 0.10
H -2.421 0.499 0.676 0.07
```

The value obtained for the orbital gap is 4.041 eV. The charge is -2. The energy above the lowest of the compared OMol25 structures with the same formula, charge and spin is 65.2 kJ/mol.

***

Computed, not measured: a cluster of 11 separate species, C29H78N2O13S10 in total, with ωB97M-V/def2-TZVPD.

Structure (XYZ):
```
132
Properties=species:S:1:pos:R:3:lowdin_charge:R:1
C 3.316 -2.536 -3.617 -0.04
C 3.560 -1.190 -4.255 -0.43
O 4.484 -1.437 -5.316 -0.05
C 2.328 -0.504 -4.788 -0.20
N 1.356 -0.241 -3.728 -0.03
C 0.350 0.755 -4.125 -0.21
C -1.008 0.408 -3.578 -0.20
O -1.458 -0.758 -4.233 -0.08
C -2.827 -0.858 -4.373 -0.29
C -3.280 -1.909 -5.368 -0.08
C -4.633 -2.410 -4.776 -0.14
N -4.747 -1.813 -3.409 0.07
C -3.483 -1.343 -3.066 -0.41
O -2.988 -1.359 -1.949 0.06
H 2.427 -2.546 -2.999 0.06
H 4.180 -2.772 -3.000 0.05
H 3.280 -3.293 -4.392 0.09
H 4.052 -0.540 -3.527 0.13
H 4.617 -0.603 -5.771 0.09
H 1.856 -1.083 -5.576 0.13
H 2.652 0.444 -5.244 0.12
H 1.870 0.188 -2.972 0.08
H 0.265 0.806 -5.207 0.12
H 0.632 1.747 -3.780 0.10
H -0.977 0.266 -2.505 0.11
H -1.689 1.235 -3.786 0.13
H -3.325 0.076 -4.648 0.16
H -3.492 -1.472 -6.332 0.11
H -2.583 -2.733 -5.394 0.09
H -4.557 -3.487 -4.682 0.11
H -5.502 -2.125 -5.351 0.10
H -5.062 -2.530 -2.770 0.12
C -5.051 -0.420 0.304 -0.28
S -6.227 0.901 0.020 0.81
O -6.083 1.860 1.162 -0.58
C -7.703 -0.077 0.331 -0.27
H -4.055 0.010 0.236 0.05
H -5.205 -0.842 1.298 0.06
H -5.163 -1.182 -0.465 0.03
H -7.657 -0.498 1.336 0.06
H -7.773 -0.868 -0.415 0.05
H -8.564 0.583 0.247 0.05
C -3.629 0.998 4.960 -0.26
S -3.114 1.693 3.388 0.82
O -1.618 1.624 3.350 -0.57
C -3.560 3.381 3.777 -0.26
H -3.398 -0.066 4.943 0.05
H -3.089 1.488 5.771 0.05
H -4.702 1.141 5.076 0.06
H -3.032 3.703 4.676 0.03
H -4.637 3.440 3.928 0.06
H -3.278 4.005 2.931 0.05
C -2.520 6.571 6.349 -0.26
S -3.083 5.564 7.721 0.82
O -3.274 4.180 7.199 -0.57
C -4.707 6.313 7.842 -0.26
H -1.518 6.244 6.076 0.04
H -3.196 6.445 5.502 0.06
H -2.495 7.609 6.677 0.02
H -5.231 6.199 6.893 0.06
H -4.589 7.368 8.099 0.03
H -5.253 5.798 8.630 0.05
C -1.841 -5.071 -1.629 -0.25
S -1.013 -4.054 -2.857 0.83
O -1.569 -4.457 -4.184 -0.54
C 0.581 -4.860 -2.704 -0.26
H -2.885 -4.766 -1.599 0.04
H -1.765 -6.124 -1.904 0.05
H -1.384 -4.898 -0.655 0.06
H 0.463 -5.921 -2.914 0.02
H 0.973 -4.709 -1.698 0.06
H 1.258 -4.410 -3.428 0.03
C 7.730 -1.979 -4.928 -0.26
S 7.681 -0.701 -3.672 0.79
O 8.229 0.540 -4.281 -0.56
C 8.981 -1.401 -2.647 -0.27
H 7.008 -1.715 -5.695 0.04
H 8.734 -2.031 -5.352 0.06
H 7.443 -2.929 -4.476 0.04
H 9.899 -1.487 -3.229 0.06
H 8.662 -2.378 -2.283 0.02
H 9.139 -0.729 -1.806 0.05
C 0.649 1.496 1.305 -0.27
S 1.407 2.240 -0.128 0.83
O 0.644 1.781 -1.312 -0.54
C 2.917 1.263 -0.080 -0.27
H -0.337 1.928 1.442 0.03
H 0.556 0.421 1.148 0.07
H 1.253 1.697 2.189 0.04
H 2.665 0.204 -0.140 0.06
H 3.456 1.479 0.843 0.05
H 3.528 1.548 -0.935 0.05
C -0.674 -10.508 -3.741 -0.27
S 0.505 -9.728 -2.633 0.80
O -0.282 -9.011 -1.597 -0.56
C 1.058 -8.482 -3.800 -0.28
H -1.177 -11.297 -3.186 0.05
H -1.401 -9.769 -4.077 0.06
H -0.143 -10.939 -4.590 0.05
H 0.204 -7.889 -4.127 0.06
H 1.538 -8.959 -4.654 0.06
H 1.776 -7.845 -3.289 0.04
C -2.869 10.460 5.927 -0.27
S -2.846 10.838 7.684 0.82
O -3.284 9.615 8.410 -0.56
C -4.259 11.947 7.653 -0.27
H -2.077 9.741 5.729 0.04
H -3.836 10.033 5.658 0.06
H -2.681 11.371 5.361 0.06
H -5.129 11.416 7.269 0.06
H -4.027 12.810 7.029 0.05
H -4.445 12.273 8.674 0.05
C 1.239 3.353 4.579 -0.28
S 1.548 4.690 5.732 0.79
O 1.467 5.962 4.966 -0.56
C 3.291 4.321 5.969 -0.27
H 0.201 3.411 4.257 0.04
H 1.900 3.454 3.717 0.05
H 1.405 2.399 5.079 0.06
H 3.804 4.356 5.008 0.06
H 3.391 3.335 6.423 0.05
H 3.704 5.075 6.636 0.05
C 5.968 -5.007 -0.002 -0.26
S 6.903 -4.835 -1.525 0.81
O 6.104 -3.959 -2.422 -0.55
C 6.656 -6.521 -2.093 -0.26
H 5.958 -4.037 0.491 0.05
H 4.948 -5.314 -0.235 0.06
H 6.454 -5.741 0.640 0.05
H 5.589 -6.721 -2.179 0.06
H 7.123 -7.211 -1.390 0.05
H 7.130 -6.615 -3.067 0.05
```

The value obtained for the orbital gap is 8.370 eV. The charge is 0.

***

| no. | highest occupied orbital energy (Eh) | calculated total energy (Eh) |
| --- | --- | --- |
| 1 | 0.01124 | -5299.44602 |
| 2 | -0.30089 | -6220.93318 |